(1)
18
Properties=species:S:1:pos:R:3:lowdin_spin:R:1 method="wB97M-V/def2-TZVPD" total_energy_ha=-272.57506 multiplicity=2 total_charge=+1 de_lowest_kj_mol=110.7 homo_lumo_gap_ev="10.1234 / 6.5978" homo_ev="-15.1 / -15.1"
H 0.700 1.630 -2.276 0.000
H -0.215 1.126 2.621 0.021
C 0.171 1.506 -1.333 0.003
O -2.253 -1.681 -1.287 0.001
C 0.723 0.254 0.830 0.288
H 0.490 -1.723 1.133 0.022
H 0.530 2.411 -0.834 0.000
H 1.200 -0.886 2.615 -0.001
H 0.235 -0.604 -1.149 0.011
H -2.461 -1.501 -2.212 0.000
H -0.508 2.016 1.055 0.022
H 2.102 -1.279 1.083 0.013
H 1.803 0.121 -0.874 0.019
C 0.725 0.222 -0.647 0.048
H -0.880 1.337 -1.468 0.000
C 1.168 -0.971 1.543 0.052
C -0.083 1.169 1.550 0.500
H -1.363 -2.045 -1.289 0.000



(2)
19
Properties=species:S:1:pos:R:3:mulliken_charge:R:1 method="wB97M-V/def2-TZVPD" total_energy_ha=-348.13959 de_lowest_kj_mol=171.3 homo_lumo_gap_ev=9.4013 homo_ev=-8.8
H 2.023 -0.918 0.563 0.247
H -1.766 1.526 -0.736 0.446
H 2.807 -0.115 1.943 0.337
C 0.882 0.731 1.424 -0.240
O -1.913 0.151 0.841 -0.519
H 1.103 1.582 2.082 0.327
C 0.086 1.270 0.269 -0.061
H -2.821 0.098 0.524 0.337
H -0.640 -1.377 -0.090 0.345
C -0.913 -1.328 -2.003 -0.425
H -0.239 -1.209 -2.856 0.236
H 0.260 0.047 2.012 0.265
H -1.455 -0.381 -1.888 0.138
C -1.208 1.053 0.070 -0.762
H 2.786 0.666 0.357 0.289
O -0.140 -1.651 -0.872 -0.466
H -1.644 -2.114 -2.245 0.249
C 2.199 0.047 1.047 -1.061
H 0.592 1.920 -0.441 0.318



(3)
19
Properties=species:S:1:pos:R:3:mulliken_charge:R:1 method="wB97M-V/def2-TZVPD" total_energy_ha=-348.18435 de_lowest_kj_mol=53.7 homo_lumo_gap_ev=10.9131 homo_ev=-10.0
H 0.831 1.696 0.954 0.301
H 2.346 -0.924 1.513 0.275
H 0.912 0.286 -1.075 0.422
C -1.158 0.364 -0.446 0.248
H -2.712 0.172 -1.941 0.396
H -2.373 -1.026 0.175 0.352
C 0.872 0.604 1.061 -0.470
C 2.298 0.160 1.370 -1.187
C 0.310 -0.029 -0.212 -0.090
H -1.269 1.448 -0.308 0.332
H 2.974 0.414 0.545 0.312
O -1.950 -0.256 0.571 -0.587
H -1.474 -1.118 -1.970 0.352
H 0.202 0.349 1.894 0.289
O 0.407 -1.444 -0.178 -0.592
H -1.103 0.487 -2.616 0.387
H 2.675 0.645 2.277 0.380
H -0.153 -1.712 0.566 0.403
C -1.645 -0.044 -1.827 -1.522



(4)
19
Properties=species:S:1:pos:R:3:mulliken_charge:R:1 method="wB97M-V/def2-TZVPD" total_energy_ha=-348.00725 de_lowest_kj_mol=518.7 homo_lumo_gap_ev=9.0780 homo_ev=-8.2
H -2.213 -0.245 -0.277 0.364
C 1.259 0.032 -1.318 -1.399
H -0.921 0.564 1.344 0.271
H 2.123 -0.611 -1.285 0.387
H 0.434 -1.210 2.170 0.376
H 1.469 1.057 -0.880 0.321
H -3.398 0.344 -1.031 0.293
H 0.491 2.357 -0.196 0.409
C 0.685 -0.764 1.203 -0.525
H -0.481 1.115 -0.917 0.147
H 0.588 1.280 1.891 0.387
H 0.721 -2.442 -0.232 0.320
C 0.063 -1.642 0.142 0.015
O -1.137 -1.693 -0.026 -0.621
O -2.832 0.516 -0.274 -0.643
H 0.872 0.198 -2.305 0.388
C 0.360 1.272 -0.256 -0.176
C 0.144 0.653 1.123 -0.612
H 1.772 -0.780 1.123 0.299



(5)
19
Properties=species:S:1:pos:R:3:mulliken_charge:R:1 method="wB97M-V/def2-TZVPD" total_energy_ha=-348.03769 de_lowest_kj_mol=438.8 homo_lumo_gap_ev=9.4676 homo_ev=-8.8
H 2.457 -0.807 0.442 0.382
H -0.314 -1.852 -0.586 0.310
H 0.915 0.955 -0.469 0.234
C 0.530 0.040 0.002 0.621
H 1.061 -1.310 -1.558 0.355
H -0.307 1.142 2.908 0.089
C -0.824 -0.427 -2.119 -0.464
O -2.138 -0.253 -1.641 -0.532
H -0.893 -1.132 -2.953 0.332
H 1.156 -1.385 1.507 0.333
H -2.066 0.178 -0.777 0.378
H 0.228 1.743 2.223 0.173
H 1.843 0.242 1.724 0.380
C 1.554 -0.509 0.982 -1.367
O -0.671 0.407 0.704 -0.404
H -0.413 0.515 -2.524 0.269
C -0.612 1.539 1.458 -0.618
H -1.624 1.836 1.716 0.345
C 0.139 -0.975 -1.066 -0.816



(6)
19
Properties=species:S:1:pos:R:3:mulliken_charge:R:1 method="wB97M-V/def2-TZVPD" total_energy_ha=-348.13029 de_lowest_kj_mol=195.7 homo_lumo_gap_ev=10.6141 homo_ev=-9.8
H 1.884 0.540 0.048 0.312
C 0.375 -1.281 -0.039 -0.524
H -0.528 -1.005 1.899 0.277
H 2.616 -0.937 -0.317 0.376
H -2.369 2.177 -0.212 0.299
H -0.195 1.325 0.671 0.357
H 1.803 -0.078 2.155 0.306
H -3.074 0.612 -0.288 0.276
C -2.159 1.111 -0.027 -1.065
C 1.795 -0.511 0.246 -0.606
H -1.691 -1.365 0.685 0.334
O 0.440 1.129 -2.073 -0.592
H 0.470 -2.354 0.093 0.349
H 0.333 -1.057 -1.110 0.319
C -0.789 -0.775 0.821 -0.467
H -0.445 1.275 -1.710 0.301
O 2.228 -0.755 1.621 -0.546
H 0.360 1.274 -3.015 0.281
C -1.054 0.676 0.554 0.013



(7)
19
Properties=species:S:1:pos:R:3:mulliken_charge:R:1 method="wB97M-V/def2-TZVPD" total_energy_ha=-348.13071 de_lowest_kj_mol=194.6 homo_lumo_gap_ev=9.9786 homo_ev=-9.2
C 1.081 0.850 -0.088 0.408
C 0.539 -0.139 0.923 -0.033
H -3.100 -1.524 -0.646 0.292
H 2.577 1.020 -1.650 0.419
H -0.798 1.181 1.889 0.295
H 1.527 1.677 0.481 0.325
H 0.944 -1.147 0.879 0.229
H 0.354 1.985 -1.510 0.293
H -0.689 -0.533 2.585 0.363
H 2.941 -0.206 -0.429 0.370
H -2.544 -0.145 0.332 0.283
C 2.132 0.248 -1.010 -1.399
O -0.015 1.379 -0.851 -0.577
C -0.352 0.191 1.851 -1.026
H -0.893 -0.266 -1.096 0.359
H -2.167 -1.789 0.846 0.227
H 1.687 -0.525 -1.646 0.302
C -2.276 -1.144 -0.038 -0.628
O -1.093 -1.172 -0.812 -0.502



(8)
19
Properties=species:S:1:pos:R:3:mulliken_charge:R:1 method="wB97M-V/def2-TZVPD" total_energy_ha=-348.16113 de_lowest_kj_mol=114.7 homo_lumo_gap_ev=10.7730 homo_ev=-10.0
H 1.670 0.070 -1.330 0.350
C -2.257 -0.579 -0.835 -0.940
H -2.996 -0.450 -1.620 0.290
H 3.318 0.522 0.506 0.363
C 0.135 -0.760 -0.066 0.368
H -0.648 0.138 1.462 0.464
C 1.339 0.158 -0.285 -0.392
H -0.608 -0.279 -2.095 0.264
O -1.836 1.661 0.876 -0.680
H 1.021 1.201 -0.148 0.257
H -1.829 1.240 0.010 0.374
H -1.409 2.499 0.693 0.322
H -2.611 -0.829 0.163 0.319
H 2.151 -0.111 1.698 0.297
H 2.849 -1.189 0.486 0.306
H 0.465 -1.794 -0.245 0.357
C -0.955 -0.486 -1.082 -0.510
O -0.318 -0.758 1.266 -0.599
C 2.486 -0.170 0.659 -1.210



(9)
19
Properties=species:S:1:pos:R:3:mulliken_charge:R:1 method="wB97M-V/def2-TZVPD" total_energy_ha=-348.17115 de_lowest_kj_mol=88.4 homo_lumo_gap_ev=10.4119 homo_ev=-9.6
H 0.987 0.306 2.637 0.427
H 1.372 2.317 0.415 0.374
C -0.828 0.833 -0.284 -0.699
O -2.244 -1.112 -0.398 -0.501
C -1.500 -0.345 -0.950 -0.046
H -0.913 -3.102 -1.747 0.321
O -0.068 -2.753 -2.078 -0.617
C 0.096 0.475 2.042 -1.631
C 0.419 0.414 0.548 0.891
C 1.622 1.280 0.196 -1.618
H 2.536 0.948 0.679 0.408
H -0.180 1.497 2.333 0.385
H -0.548 1.550 -1.056 0.389
H -0.711 -0.219 2.267 0.356
H 1.811 1.241 -0.880 0.381
H -1.595 1.259 0.368 0.303
H -1.330 -0.431 -2.027 0.357
H 0.665 -0.622 0.297 0.232
H 0.411 -3.537 -2.363 0.290



(10)
19
Properties=species:S:1:pos:R:3:mulliken_charge:R:1 method="wB97M-V/def2-TZVPD" total_energy_ha=-348.14921 de_lowest_kj_mol=146.0 homo_lumo_gap_ev=10.7712 homo_ev=-9.7
H -2.152 -0.877 -0.702 0.312
H 1.891 1.138 0.906 0.345
C -2.178 -0.040 0.023 0.323
C -2.462 1.283 -0.609 -1.047
H 0.469 2.065 0.382 0.239
H -3.394 1.223 -1.168 0.383
H 2.884 -1.007 -0.958 0.300
O 0.562 0.220 -0.407 -0.348
C 0.884 -1.134 -0.162 -0.156
H 2.544 -2.491 -0.056 0.407
C 0.822 1.079 0.678 -0.824
C 2.382 -1.417 -0.084 -1.283
H 0.454 -1.676 -1.009 0.286
H 2.821 -0.981 0.810 0.332
H -2.525 2.067 0.140 0.305
H 0.279 0.750 1.572 0.348
H 0.389 -1.469 0.761 0.335
O -2.008 -0.236 1.195 -0.490
H -1.662 1.503 -1.313 0.232



(11)
19
Properties=species:S:1:pos:R:3:mulliken_charge:R:1 method="wB97M-V/def2-TZVPD" total_energy_ha=-348.12783 de_lowest_kj_mol=202.1 homo_lumo_gap_ev=9.9742 homo_ev=-9.2
C 0.621 -0.915 -0.160 -0.209
O 0.489 0.089 -3.682 -0.632
H -2.519 1.375 1.724 0.298
C -0.885 2.274 1.478 -0.561
C -0.298 -0.030 0.648 -0.244
H 1.273 0.027 -4.255 0.316
H -1.222 2.513 0.466 0.258
H -1.290 -0.436 0.823 0.203
C 0.104 1.174 1.083 -0.064
H 0.455 -0.770 -3.263 0.335
H 0.167 -0.763 -1.146 -0.032
H 1.072 -2.548 1.270 0.321
H 1.573 -0.361 -0.211 0.333
H -0.490 3.194 1.884 0.373
C 0.676 -2.360 0.256 -1.137
H -0.287 -2.851 0.141 0.311
H 1.145 1.443 0.910 0.280
O -1.999 1.921 2.310 -0.497
H 1.416 -2.977 -0.277 0.349



(12)
19
Properties=species:S:1:pos:R:3:mulliken_charge:R:1 method="wB97M-V/def2-TZVPD" total_energy_ha=-348.12966 de_lowest_kj_mol=197.3 homo_lumo_gap_ev=9.9887 homo_ev=-9.2
H -1.501 0.307 0.258 0.329
H 0.832 0.650 3.217 0.374
H 0.844 -2.945 -0.348 0.228
H 0.270 -2.636 -0.707 -0.215
H -0.785 -1.206 -3.030 0.244
H 0.036 1.944 2.298 0.292
O -0.477 1.981 -0.215 -0.573
C -1.044 -0.751 -2.077 -0.922
H -0.881 0.519 2.797 0.317
H 1.327 -0.349 -2.514 0.322
O 1.165 0.052 -1.649 -0.480
H 1.493 0.450 0.834 0.278
C 0.095 0.860 2.434 -1.219
H 0.399 2.206 -0.560 0.399
C -0.475 0.574 -0.017 -0.054
H -2.078 -0.806 -1.756 0.263
C 0.470 0.177 1.121 -0.295
H 0.462 -0.914 1.239 0.216
C -0.151 -0.111 -1.323 0.494



(13)
19
Properties=species:S:1:pos:R:3:mulliken_charge:R:1 method="wB97M-V/def2-TZVPD" total_energy_ha=-348.03325 de_lowest_kj_mol=450.4 homo_lumo_gap_ev=8.5265 homo_ev=-7.8
H 0.567 -2.101 0.595 0.352
O -0.583 -0.358 0.937 -0.306
C -2.201 -0.491 1.468 -0.696
O 1.418 -2.195 0.145 -0.555
H -1.386 2.145 0.527 0.364
H -0.186 -0.013 1.750 0.369
H 2.340 -1.505 -1.500 0.363
C -0.217 0.477 -0.208 0.336
H 0.352 2.243 0.903 0.362
H -0.951 0.172 -0.961 0.282
C 1.379 -1.369 -0.995 -0.508
H 1.422 0.721 -1.545 0.373
H -0.216 2.565 -0.742 0.386
C 1.191 0.112 -0.660 -0.704
H 1.915 0.391 0.118 0.298
C -0.382 1.944 0.144 -1.295
H -2.621 0.339 0.863 0.094
H -2.436 -1.388 0.862 0.208
H 0.593 -1.689 -1.701 0.276



(14)
19
Properties=species:S:1:pos:R:3:mulliken_charge:R:1 method="wB97M-V/def2-TZVPD" total_energy_ha=-347.98410 de_lowest_kj_mol=579.5 homo_lumo_gap_ev=4.0677 homo_ev=-7.6
H -0.298 -1.273 -0.106 0.337
O -3.393 0.126 -1.304 -0.701
H 2.719 0.731 0.871 0.356
H 1.046 -1.174 2.214 0.342
H -0.683 0.331 -0.301 0.319
H 1.209 0.448 2.732 0.348
H -2.878 0.130 1.683 0.134
H -3.020 0.960 -1.609 0.264
C -0.006 -0.438 -0.725 -1.329
H 1.822 -0.432 -2.595 0.294
C 1.707 0.319 0.702 0.004
C 2.223 0.031 -1.698 -0.751
C 1.416 -0.047 -0.610 0.971
H 3.123 0.657 -1.799 0.294
H -0.255 0.074 1.810 0.206
H -3.016 0.106 -0.350 0.411
C 0.843 -0.141 1.864 -0.924
O -2.218 0.185 0.985 -0.968
H -0.343 -0.592 -1.763 0.392



(15)
19
Properties=species:S:1:pos:R:3:mulliken_charge:R:1 method="wB97M-V/def2-TZVPD" total_energy_ha=-348.11386 de_lowest_kj_mol=238.8 homo_lumo_gap_ev=10.3574 homo_ev=-9.7
C -1.535 -2.287 0.617 -0.150
O 2.585 5.994 1.015 -0.638
H -1.052 -0.200 0.501 0.361
H -1.047 0.014 -1.836 0.343
H 0.068 -1.172 1.406 0.281
C -0.497 -1.149 0.449 -0.744
H 2.213 6.207 0.152 0.318
C -1.352 -2.975 1.743 -0.651
O 0.838 1.032 -1.769 -0.533
C 0.052 -0.130 -1.797 -0.625
H -2.232 -3.607 2.100 0.235
H -2.385 -2.240 -0.070 0.333
H 0.305 -2.185 -1.188 0.383
H 0.549 1.726 -1.082 0.313
H 1.463 -0.970 -0.518 0.264
H 0.208 -0.498 -2.848 0.286
H -0.471 -2.745 2.349 0.249
H 1.877 6.349 1.580 0.320
C 0.413 -1.164 -0.805 -0.345



(16)
19
Properties=species:S:1:pos:R:3:mulliken_charge:R:1 method="wB97M-V/def2-TZVPD" total_energy_ha=-348.14251 de_lowest_kj_mol=163.6 homo_lumo_gap_ev=10.9157 homo_ev=-10.0
H -0.344 -1.714 -1.041 0.267
C 0.211 -0.717 0.810 -0.533
H 2.109 0.892 -2.572 0.252
H -1.960 0.763 -0.283 0.263
H 3.295 1.494 -1.387 0.280
H 0.729 -1.660 0.997 0.290
H 2.411 -0.020 -1.083 0.261
H 0.029 -0.015 -1.339 0.317
C -1.028 -0.553 1.717 -0.566
C 2.330 0.992 -1.503 -0.569
H -2.578 -0.716 -1.067 0.350
H -1.123 0.498 2.040 0.278
C -0.407 -0.709 -0.618 -0.380
C -1.861 -0.335 -0.336 -0.564
H -1.013 -1.190 2.603 0.323
O 1.314 1.764 -0.892 -0.538
H 0.942 0.068 1.047 0.395
O -2.142 -0.905 0.926 -0.394
H 0.991 1.274 -0.129 0.269



(17)
19
Properties=species:S:1:pos:R:3:mulliken_charge:R:1 method="wB97M-V/def2-TZVPD" total_energy_ha=-348.18552 de_lowest_kj_mol=50.7 homo_lumo_gap_ev=10.9126 homo_ev=-10.1
H 2.810 1.335 1.481 0.382
C 0.195 -0.510 0.096 0.095
H -0.444 -2.102 0.982 0.348
H 0.339 1.219 1.350 0.321
O -1.881 -1.484 -0.466 -0.576
C -1.257 -0.212 -0.301 0.250
O 0.201 -1.408 1.187 -0.565
H -2.430 0.788 -1.832 0.373
H 2.259 -0.300 1.916 0.301
H -0.883 1.588 -1.443 0.353
H 1.019 1.462 -0.256 0.287
H -0.885 0.078 -2.382 0.313
H 2.966 -0.008 0.328 0.313
C -1.377 0.620 -1.568 -1.305
C 2.327 0.426 1.105 -1.272
H -2.833 -1.330 -0.448 0.334
H -1.716 0.286 0.565 0.298
C 0.936 0.740 0.563 -0.463
H 0.737 -0.947 -0.769 0.214



(18)
19
Properties=species:S:1:pos:R:3:mulliken_charge:R:1 method="wB97M-V/def2-TZVPD" total_energy_ha=-348.13264 de_lowest_kj_mol=189.5 homo_lumo_gap_ev=10.5776 homo_ev=-9.9
C -2.430 -0.272 0.276 -0.037
H 2.900 -0.422 1.101 0.346
C 1.915 -0.664 0.687 -1.107
H -1.311 0.053 -2.441 0.367
C -0.442 0.419 -1.898 -0.940
H 2.573 -0.236 -1.324 0.270
C 0.463 -0.408 -1.379 -0.029
C 1.722 0.013 -0.673 -0.261
H -2.928 -0.672 -0.626 0.333
H -0.341 1.500 -1.816 0.245
H 1.728 1.105 -0.560 0.259
O -2.802 0.756 0.795 -0.512
H -0.081 1.644 2.105 0.303
H -1.448 0.973 2.117 0.354
H 1.149 -0.344 1.402 0.256
H -1.587 -0.857 0.678 0.185
O -0.553 0.896 2.490 -0.649
H 0.317 -1.486 -1.482 0.313
H 1.859 -1.756 0.592 0.303



(19)
19
Properties=species:S:1:pos:R:3:mulliken_charge:R:1 method="wB97M-V/def2-TZVPD" total_energy_ha=-348.04222 de_lowest_kj_mol=426.9 homo_lumo_gap_ev=9.2200 homo_ev=-8.5
H 2.681 3.356 0.634 0.272
H -2.590 -6.924 -0.699 0.325
C 1.963 1.154 0.836 -0.124
H -0.237 0.657 1.050 0.333
H 3.103 0.795 0.691 0.159
H 1.530 -1.643 0.063 0.252
O -3.612 2.724 -1.173 -0.638
H -3.660 3.601 -1.552 0.317
C 0.864 0.443 0.984 -0.039
H 2.092 -1.214 1.626 0.299
O -1.633 -7.110 -0.679 -0.619
C 1.985 2.524 0.251 -0.246
H 0.714 3.986 -0.665 0.228
C 1.209 -1.071 0.990 -0.994
H -1.161 -6.456 -0.307 0.294
H 0.970 2.260 -1.470 0.321
H -4.215 2.577 -0.432 0.320
C 1.034 2.913 -0.650 -0.781
H 0.395 -1.686 1.414 0.320



(20)
19
Properties=species:S:1:pos:R:3:mulliken_charge:R:1 method="wB97M-V/def2-TZVPD" total_energy_ha=-348.10931 de_lowest_kj_mol=250.8 homo_lumo_gap_ev=10.9986 homo_ev=-9.9
H -1.727 -0.970 0.020 0.347
H 0.386 -0.390 1.261 0.522
C -0.284 0.295 0.804 -0.606
C 1.801 0.760 -0.285 -0.250
H 1.062 -2.148 -0.713 0.225
C -1.719 -0.156 0.615 -0.516
H 2.097 -1.314 -1.903 0.300
H -2.468 0.955 -1.102 0.196
H -2.072 -0.397 1.640 0.290
H -0.249 1.199 1.423 0.338
H 2.245 1.022 -1.258 0.283
C -2.600 0.989 0.083 -0.948
O 0.382 0.574 -0.445 -0.359
C 1.989 -1.674 -0.918 -0.637
H -2.299 1.958 0.541 0.282
O 2.423 -0.601 -0.046 -0.382
H 2.619 -2.475 -0.586 0.287
H -3.682 0.973 0.377 0.334
H 2.096 1.400 0.493 0.295